Record 1
This record from OMol25 describes a cluster of 13 separate species, C45H49BrF12N3O38S in total at a distorted geometry. The level of theory is ωB97M-V with the def2-TZVPD basis set.

Geometry as XYZ:
```
149
Properties=species:S:1:pos:R:3:forces:R:3
C 4.8782 1.2338 1.6919 1.1204 0.1205 -0.1819
N 4.5439 1.4233 3.1137 -1.2641 -0.7377 0.0465
C 4.1872 0.1659 3.7952 0.7375 -0.7815 -0.3382
C 3.5865 2.4834 3.3287 -0.4027 0.3228 0.4581
O 4.0145 3.6122 3.3620 0.3162 0.4591 -0.4544
C 2.0676 2.3022 3.5644 -0.5804 -0.2229 -0.3460
C 1.1963 2.7327 2.3019 0.3860 1.1512 1.2787
Br 1.2894 1.1444 1.0662 -0.4490 -0.5129 -0.1370
C -0.2390 2.9327 2.9030 0.6065 -0.3470 -0.1453
C -1.4068 2.8688 1.8602 0.4185 0.4098 0.6585
S -2.7396 1.7409 2.5027 0.7273 -1.2715 -0.4334
C -1.8687 0.1439 2.6466 0.9599 -0.1170 0.6864
N -0.9984 -0.2416 3.5699 -1.5406 1.5483 -0.7193
N -0.5542 -1.4959 3.2858 -1.4666 -0.3353 -2.1874
C -1.1982 -1.8312 2.1787 1.2324 -0.5019 1.3333
O -2.0573 -0.8997 1.7112 1.0456 0.4712 0.9111
H 5.7051 0.4759 1.6219 -0.7169 0.5421 0.1465
H 4.0343 0.8825 1.0567 0.4744 0.4150 0.4257
H 5.3353 2.1884 1.3290 -0.6966 -0.7026 0.0351
H 4.4463 0.2465 4.8788 -0.6144 -0.0150 -0.7125
H 4.8652 -0.6325 3.3888 -0.5163 0.6635 0.3447
H 3.1493 -0.1928 3.6097 0.5964 0.3148 0.3015
H 1.7684 3.0118 4.3760 0.4965 -0.4030 -0.6194
H 1.7556 1.2803 3.8961 0.3589 0.5665 -0.0948
H -0.2809 3.9531 3.3692 0.3388 -0.7980 -0.3744
H -0.3653 2.2121 3.7622 -0.5017 0.4185 -0.7791
H -1.0942 2.6221 0.8250 -0.1330 -0.2066 0.8077
H -1.8826 3.8827 1.8141 -0.0086 -1.0050 0.0629
H -1.0142 -2.8134 1.7168 -0.6509 0.8763 -0.1673
C 4.5654 2.3589 -3.3686 -0.1573 0.3504 -0.6353
C 5.6267 1.8318 -2.4480 0.2247 0.4272 0.4308
O 4.8813 1.1479 -1.4593 -0.1574 -0.2671 -0.7021
C 3.7472 0.7192 -2.0783 -0.4712 -0.0927 0.3040
O 3.0182 -0.1069 -1.6388 0.0606 -0.1636 -0.1797
O 3.5578 1.3520 -3.2684 0.2711 -0.1866 0.3770
F 6.3080 2.8431 -1.8565 0.1534 -0.0852 0.0240
H 4.1591 3.3159 -3.0348 0.1475 -0.0505 0.1760
H 4.9156 2.4649 -4.3941 -0.1561 -0.1736 -0.0059
H 6.3299 1.1408 -2.9188 0.1085 0.1046 0.0964
C 1.1327 -3.1296 -3.5617 0.5378 -0.2816 -0.4035
C 0.5451 -1.9051 -2.9290 -0.0096 0.6909 -0.1291
O -0.5806 -2.4163 -2.2318 0.4957 -0.5698 0.1921
C -0.2600 -3.6961 -1.9024 -0.1606 -0.2814 0.2142
O -0.8446 -4.3450 -1.0939 -0.0147 0.0579 -0.1715
O 0.8126 -4.1419 -2.6062 -0.3949 0.3059 0.2277
F 0.1082 -1.0289 -3.8694 -0.0983 0.0333 0.0105
H 0.6661 -3.3742 -4.5192 -0.1171 0.1550 0.0602
H 2.2084 -3.0484 -3.7061 -0.0274 -0.1508 0.2086
H 1.2124 -1.3959 -2.2302 -0.1011 0.1731 -0.0998
C 9.8545 -1.6366 -1.9877 0.5910 -0.3110 0.2908
C 8.4187 -1.7892 -2.3996 -0.4751 0.2157 0.5026
O 8.1907 -0.6352 -3.1889 0.5056 -0.4348 -0.1579
C 9.4006 -0.3158 -3.7399 0.2741 0.5273 -0.4111
O 9.5419 0.4217 -4.6546 -0.0524 -0.0058 0.0792
O 10.4195 -0.9584 -3.1086 -0.5019 0.0139 -0.0738
F 7.5948 -1.7518 -1.3269 -0.1063 -0.0851 -0.0931
H 9.9696 -1.0202 -1.0936 -0.2512 -0.0002 -0.0215
H 10.3453 -2.5939 -1.8201 0.0978 0.0861 -0.1922
H 8.2114 -2.6843 -2.9911 -0.1223 0.0121 0.0892
C -4.9720 -1.5855 2.9329 1.0313 -0.0796 -0.1459
C -6.1807 -1.5474 2.0486 -0.2030 -0.5059 -0.1954
O -7.2366 -1.3154 2.9728 0.4609 0.4657 0.0707
C -6.6796 -0.6150 3.9986 -0.1137 0.1569 0.3685
O -7.2982 -0.0169 4.8191 -0.0293 -0.1212 0.0079
O -5.3242 -0.6789 3.9700 -0.6844 0.0831 0.0868
F -6.3844 -2.7455 1.4416 -0.1019 0.0778 -0.0344
H -4.7983 -2.5747 3.3645 -0.1728 -0.0523 -0.1533
H -4.0661 -1.2468 2.4294 -0.2681 0.0168 0.1445
H -6.1677 -0.7561 1.3008 -0.0545 -0.0661 -0.1813
C -3.4174 -1.9586 -3.1949 0.7303 0.0210 -0.0642
C -4.6195 -1.8897 -4.0899 -0.2395 -0.4970 0.0014
O -5.6730 -1.6246 -3.1862 0.4009 0.3861 -0.0958
C -5.1096 -0.9347 -2.1520 -0.0675 0.2808 0.6676
O -5.7273 -0.3197 -1.3483 -0.0588 -0.1247 0.0401
O -3.7567 -1.0335 -2.1644 -0.4862 -0.0829 -0.2531
F -4.8531 -3.0824 -4.6939 -0.0586 0.0215 -0.1436
H -3.2738 -2.9506 -2.7605 -0.1835 -0.0367 -0.1176
H -2.5022 -1.6625 -3.7024 -0.0466 0.1799 0.1817
H -4.5756 -1.0998 -4.8436 -0.0642 -0.1406 -0.1041
C 4.1628 6.7555 2.2045 0.6364 -0.5454 0.4343
C 2.7168 6.5686 1.8555 -0.4340 -0.2965 0.5846
O 2.4512 7.6940 1.0206 0.6313 -0.0774 -0.4212
C 3.6294 7.9950 0.4167 0.0238 0.1588 -0.0711
O 3.7309 8.6978 -0.5415 0.0793 0.0974 -0.0436
O 4.6780 7.3928 1.0306 -0.5294 0.2721 -0.2826
F 1.9334 6.6465 2.9533 -0.0812 0.0954 -0.1358
H 4.3058 7.4124 3.0656 -0.2372 0.0310 -0.0372
H 4.6686 5.8103 2.3951 -0.0097 0.0329 -0.1705
H 2.4971 5.6456 1.3125 -0.1413 -0.0521 0.1883
C -5.3148 0.6428 7.3671 -0.7058 -0.1900 -0.3150
C -3.8596 0.3526 7.1514 0.3068 0.4952 -0.4905
O -3.2799 0.6917 8.4014 -0.4866 -0.4307 0.1553
C -4.2534 0.4744 9.3339 -0.0986 0.0686 0.5512
O -4.0535 0.3965 10.5014 0.0167 0.0908 -0.0680
O -5.4779 0.3529 8.7580 0.6214 0.0259 0.0603
F -3.3362 1.1570 6.1987 0.1337 -0.0855 0.0373
H -5.5643 1.6897 7.1825 0.2204 -0.0083 -0.0657
H -5.9599 0.0163 6.7558 -0.0686 0.0154 0.2032
H -3.6365 -0.6904 6.9146 0.1135 0.0830 -0.0874
C -6.8566 -7.1728 -5.6128 -0.7446 0.0059 -0.1330
C -5.7375 -6.5353 -4.8451 0.1149 -0.0046 0.7898
O -4.6065 -7.3002 -5.2345 -0.3817 0.1128 -0.6172
C -4.8741 -7.7418 -6.4949 0.3686 -0.2722 -0.2251
O -4.0603 -8.1825 -7.2373 -0.0998 -0.0197 0.0090
O -6.1950 -7.6076 -6.8017 0.3670 0.0776 0.2023
F -5.9211 -6.6785 -3.5065 0.0832 -0.0181 0.0580
H -7.2809 -8.0365 -5.0954 0.2068 0.0290 0.1362
H -7.6563 -6.4726 -5.8418 0.1395 -0.0186 -0.1872
H -5.5676 -5.4893 -5.0832 0.0141 -0.0587 0.2289
C -7.6879 -4.1932 -9.8132 -0.6675 -0.0707 -0.3104
C -6.2348 -4.5280 -9.9898 0.3658 0.3920 -0.3030
O -5.6813 -4.2022 -8.7281 -0.5145 -0.4232 0.0772
C -6.6815 -4.3854 -7.8235 0.0028 0.1070 0.4383
O -6.5144 -4.4668 -6.6509 -0.1471 0.2554 -0.3406
O -7.8939 -4.4723 -8.4292 0.4835 -0.0076 0.0415
F -5.6615 -3.7434 -10.9337 0.0882 -0.0804 -0.0206
H -7.9014 -3.1399 -10.0074 0.2328 -0.0044 -0.0330
H -8.3371 -4.8042 -10.4380 -0.0442 -0.0765 0.2306
H -6.0374 -5.5784 -10.2160 0.1116 0.0777 -0.0719
C 5.4166 9.5720 -3.5568 -0.4839 0.4785 0.3799
C 6.8302 9.3527 -4.0110 0.2848 -0.2185 0.4662
O 6.8171 8.0068 -4.4468 -0.3844 0.4103 -0.3263
C 5.5419 7.7639 -4.8726 -0.4135 -0.4406 -0.1330
O 5.2279 6.8381 -5.5438 0.0633 -0.0002 0.0698
O 4.6818 8.7206 -4.4375 0.5356 -0.1798 -0.1633
F 7.7027 9.4679 -2.9795 0.1479 0.0662 -0.1052
H 5.2521 9.2552 -2.5237 0.1684 -0.0414 -0.0193
H 5.1011 10.6091 -3.6595 -0.1445 -0.1248 -0.1689
H 7.1469 10.0009 -4.8323 0.1617 -0.0098 0.0960
C -0.7449 -5.8861 1.5857 -0.3575 0.5146 -0.4649
C -0.4494 -7.3554 1.6632 0.6112 -0.0515 -0.0327
O -0.2326 -7.5633 3.0459 -0.5659 0.2114 -0.1877
C -0.9879 -6.6223 3.6888 -0.0973 0.2829 0.6152
O -1.2626 -6.6612 4.8402 0.0572 -0.0363 -0.0535
O -1.3902 -5.6423 2.8367 0.2139 -0.5438 0.1030
F 0.6889 -7.6653 0.9929 -0.0356 -0.1731 -0.0301
H 0.1610 -5.2794 1.5194 0.0902 -0.2177 -0.0148
H -1.3961 -5.6348 0.7524 -0.0711 0.0739 0.1894
H -1.2635 -7.9980 1.3192 0.1415 -0.0753 -0.0773
C -0.6755 3.0799 8.1764 -0.7139 -0.0960 0.2027
C 0.7715 3.1282 8.5745 0.2861 -0.5208 -0.2336
O 1.4141 3.5424 7.3857 -0.4723 0.3661 0.3449
C 0.4985 4.3008 6.7094 -0.0234 0.2970 -0.6871
O 0.7638 5.0265 5.8140 -0.0087 -0.0349 0.0843
O -0.7567 4.1214 7.2056 0.4771 -0.0549 0.1339
F 1.2308 1.8971 8.9120 0.1216 0.0446 0.1465
H -0.9522 2.1301 7.7142 0.2228 -0.0396 0.0563
H -1.3458 3.2711 9.0133 -0.0386 0.1563 -0.1397
H 0.9953 3.8355 9.3775 0.0991 -0.1442 0.0599
```
Forces are in eV/Å.

Charge: -1
DFT total energy: -243222.1733 eV
E_HOMO: -2.900 eV
Molecular weight: 1579.8 g/mol


Record 2
This record from OMol25 describes a structure of composition C45H50N3P2V at a distorted geometry. The level of theory is ωB97M-V with the def2-TZVPD basis set.

Geometry as XYZ:
```
101
Properties=species:S:1:pos:R:3:forces:R:3
V 0.4655 0.1594 0.4130 -1.5204 -0.1532 -0.7769
C 0.9215 4.4675 1.8194 1.7136 0.2046 -0.6130
C -0.2911 3.6199 1.9334 -1.2297 -0.7156 1.3501
C -1.2591 4.1894 2.9947 1.2221 1.3266 0.6230
P 0.1357 1.8312 2.2868 -0.3279 0.4632 -0.4814
C 1.4658 1.9684 3.6343 0.0417 0.6874 -0.6121
C 2.9724 2.1029 3.2356 0.4068 -1.2838 0.8819
C 1.2933 0.7354 4.4688 -0.4936 -0.8467 2.1907
C -1.3548 1.0259 2.9477 0.1044 -0.8501 0.4715
C -1.7844 1.3787 4.2154 -1.0514 -0.0114 1.1088
C -2.7421 0.6289 4.9401 0.0436 -0.1487 -1.3162
C -3.3874 -0.4514 4.3027 0.2912 0.1739 -0.6439
C -2.9953 -0.8203 3.0049 1.9996 0.9873 0.5952
C -1.8478 -0.2022 2.4191 -0.2501 -0.1416 0.6934
N -1.1271 -0.8161 1.3990 1.5180 -0.2538 -1.5323
C -1.1401 -2.2295 1.1481 -2.5630 0.2286 -0.2494
C -1.1800 -3.1426 2.2282 -0.4757 -1.3739 -1.7546
C -1.3189 -4.5224 1.9980 1.1665 0.6399 -1.2244
C -1.2721 -5.0446 0.6773 -0.2088 -0.3338 0.6539
C -1.3130 -4.1851 -0.4214 -0.0136 0.8307 0.4851
C -1.4111 -2.7606 -0.1785 1.2960 -0.8811 0.0856
P -1.6054 -1.6331 -1.6015 -0.2352 -0.1795 -0.3385
C -3.3024 -0.8572 -1.7859 1.5490 0.9422 0.8518
C -3.5433 -0.0963 -3.1121 -0.8944 -0.2309 -0.3701
C -4.3948 -1.7728 -1.3349 -0.4129 -0.6802 0.2670
C -1.2349 -2.3116 -3.2365 -0.0691 -1.7831 0.5250
C -2.2556 -3.4458 -3.5716 0.5386 0.8189 -0.5038
C 0.1676 -2.8714 -3.3317 1.1141 0.4247 -0.7201
H 0.6113 5.5114 1.6744 0.3217 -0.2763 -0.1510
H 1.5524 4.0873 0.9843 -0.4362 0.8732 0.4707
H 1.6046 4.4263 2.6833 -0.5602 0.1516 -0.0489
H -0.8181 3.5990 1.0057 -0.3707 -0.0101 -0.9013
H -0.7736 4.2016 3.9939 -0.1230 0.0710 -0.5025
H -2.1806 3.6859 3.1289 -0.8667 -0.6237 -0.2568
H -1.4909 5.2605 2.7831 0.2505 -0.7634 -0.0926
H 1.2428 2.9354 4.1394 -0.3055 -0.8318 -0.0074
H 3.4530 1.0821 3.1339 -0.6194 0.9459 -0.1080
H 3.4919 2.5414 4.1329 -0.4749 -0.2118 -0.9532
H 3.2115 2.6631 2.3427 -0.1369 0.2662 -0.0925
H 1.2582 -0.1371 3.8314 -0.0406 -0.4388 -0.3920
H 0.3448 0.6576 5.1039 1.5149 0.3704 -0.8280
H 2.1823 0.5558 5.1082 -0.5827 0.3167 -0.0985
H -1.3223 2.2638 4.6611 -0.3320 -0.4494 0.1698
H -3.0074 0.8685 5.9499 -0.0062 0.2778 0.2836
H -4.1647 -1.0606 4.7873 0.4262 0.5365 -0.0549
H -3.2549 -1.7427 2.5437 -0.8413 -0.4800 -0.1118
H -1.3148 -2.8222 3.2217 0.4483 0.6852 1.0501
H -1.2569 -5.2025 2.8360 -0.3717 -0.0237 0.0439
H -1.2514 -6.1538 0.5790 0.0507 1.0695 -0.2230
H -1.2117 -4.5910 -1.4532 -0.4297 0.3883 1.0669
H -3.2743 -0.0987 -1.0025 0.3311 0.2764 0.1126
H -3.9255 -0.7559 -3.9222 0.2609 0.2366 0.5842
H -2.7291 0.5029 -3.5574 -0.0749 -0.3407 0.6442
H -4.3714 0.6016 -2.8666 0.4515 -0.2971 -0.3628
H -4.5684 -2.5680 -2.0410 -0.4689 -0.1990 -0.2624
H -5.2765 -1.1968 -1.1188 -0.6791 0.3091 -0.6232
H -4.2544 -2.2255 -0.3582 0.7185 -0.2087 0.1311
H -1.3506 -1.5230 -3.9499 -0.1604 0.8319 -0.1990
H -3.0130 -3.0366 -4.2363 -0.1619 -0.3717 -0.0017
H -2.7031 -3.8438 -2.6880 -0.5913 -0.2794 0.4567
H -1.7123 -4.2647 -4.0424 -0.2034 0.0723 -0.2371
H 0.2265 -3.8037 -2.7851 0.2776 -0.1865 0.0333
H 0.9573 -2.1890 -2.9593 -0.3848 -0.2653 -0.0432
H 0.4116 -3.0628 -4.4052 -0.2361 -0.0209 0.8185
N 1.6822 -1.3828 1.2468 1.0201 1.7248 0.0652
C 2.5239 -2.1209 0.3215 0.9068 -0.2329 0.2739
C 2.4563 -3.5138 0.3818 0.3589 -0.0974 -2.1685
C 3.3578 -4.2814 -0.4049 -0.3748 1.4240 1.3260
C 4.3576 -3.5644 -1.0725 -1.2912 -1.0151 0.7688
C 4.3722 -2.1982 -1.2008 -1.1275 -0.1891 0.3888
C 3.4496 -1.4157 -0.4844 -0.0191 -0.3101 -0.6460
C 3.4434 0.0667 -0.6468 -2.4491 0.5994 1.4115
C 4.5037 0.7631 -1.1715 0.0480 0.3554 0.2082
C 4.5520 2.1649 -1.0643 0.4888 0.7437 -1.0548
C 3.4127 2.9111 -0.7289 0.0508 -0.5990 -0.0021
C 2.2490 2.2058 -0.3520 0.5188 0.1324 -0.7655
C 2.2614 0.8290 -0.2327 1.6612 -1.4805 -0.2395
H 1.2631 -1.9539 1.9731 -0.1132 -0.3513 -0.2414
H 2.3154 -0.7036 1.7455 -0.5659 -0.7739 -0.3754
H 1.5425 -3.9466 0.7504 0.0293 -0.3193 0.7860
H 3.3147 -5.3748 -0.3942 0.0821 0.5025 -0.1005
H 5.1014 -4.1456 -1.5058 1.2483 -0.7448 -1.1575
H 5.0074 -1.8394 -1.9845 0.4625 0.6621 0.1584
H 5.2424 0.1715 -1.6957 0.5808 0.4599 0.3639
H 5.4878 2.6933 -1.3952 -1.1670 -0.5652 0.3114
H 3.3798 3.9989 -0.8648 0.1956 -0.4735 0.2753
H 1.2848 2.6972 -0.2743 0.2501 0.2998 0.0345
N -0.1697 5.6085 -6.1570 -0.2745 0.7356 -0.7642
C -0.2915 4.7050 -5.4707 1.1664 0.0174 -0.2729
C -0.2111 3.6800 -4.5073 -0.9768 -1.1241 0.5411
C -0.9619 3.9339 -3.3675 0.1631 0.0993 1.2924
C -1.0358 3.0069 -2.3238 0.0867 -0.2556 -0.3884
C -0.3068 1.8165 -2.5109 -1.6401 0.6302 1.3850
C 0.2964 1.5010 -3.7428 0.4872 -2.6743 1.6572
C 0.3752 2.4093 -4.7226 -0.0388 2.0397 -1.4025
C -0.3447 0.8919 -1.3782 1.6258 -2.9224 -0.9666
C -0.3746 -0.4408 -1.3040 -0.7382 3.0841 1.2797
H -1.3613 4.9255 -3.2068 -0.3934 -0.0471 -0.3143
H -1.7397 3.1211 -1.4463 1.2625 0.1392 -0.9635
H 0.6939 0.4548 -3.8780 -0.2032 1.3271 0.2020
H 0.8876 2.2153 -5.6608 -0.1737 -0.0618 0.1342
```
Forces are in eV/Å.

Charge: +2
DFT total energy: -96193.4819 eV
E_HOMO (alpha / beta): -12.836 / -12.879 eV
Molecular weight: 745.8 g/mol


> The highest charge belongs to which entry?

C45H50N3P2V